Record 1
Here is a cluster of 11 separate species, C15H52N6O11 in total in a non-equilibrium geometry from the OMol25 dataset. Energies are from wB97M-V/def2-TZVPD.

Properties
- Net charge: 0
- SMILES: NC(N)=O.NC(N)=O.NC(N)=O.CCO.CCO.CCO.CCO.CO.CO.CO.CO
- Relative energy (zero: lowest compared OMol25 entry of this formula, charge and spin): 183.99 kcal per mole

CARTESIAN COORDINATES (ANGSTROEM)
C1 -1.973 4.828 1.303
C2 -1.847 3.986 -0.044
O1 -0.854 3.072 0.215
H1 -1.079 5.377 1.392
H2 -2.108 4.122 2.146
H3 -2.725 5.601 1.224
H4 -1.594 4.661 -0.878
H5 -2.730 3.300 -0.151
H6 -0.633 2.437 -0.440
C3 3.328 0.807 -4.161
C4 2.863 -0.252 -3.141
O2 3.688 -0.177 -2.122
H7 3.338 1.827 -3.807
H8 2.616 0.763 -5.023
H9 4.301 0.622 -4.535
H10 2.911 -1.261 -3.515
H11 1.904 -0.104 -2.883
H12 3.775 -0.997 -1.712
C5 2.286 -1.801 2.089
C6 0.838 -2.335 2.031
O3 0.849 -3.741 1.656
H13 2.714 -2.393 2.955
H14 2.444 -0.763 2.155
H15 2.861 -2.116 1.237
H16 0.288 -1.823 1.265
H17 0.221 -2.151 2.840
H18 0.575 -4.293 2.369
C7 -3.174 1.988 3.820
C8 -3.189 1.298 2.433
O4 -2.227 0.263 2.483
H19 -2.216 2.302 4.155
H20 -3.593 1.410 4.596
H21 -3.932 2.797 3.821
H22 -2.903 2.068 1.714
H23 -4.155 0.948 2.292
H24 -2.432 -0.548 2.047
C9 1.458 -3.730 -2.126
O5 1.238 -3.190 -3.308
N1 1.322 -3.067 -1.036
N2 2.004 -4.908 -1.999
H25 1.411 -3.501 -0.114
H26 0.901 -2.132 -1.098
H27 2.093 -5.439 -2.861
H28 2.038 -5.403 -1.078
C10 2.514 2.103 0.281
O6 1.824 1.019 0.747
N3 3.271 2.172 -0.782
N4 2.380 3.246 0.732
H29 3.378 1.312 -1.330
H30 4.061 2.891 -0.890
H31 1.603 3.291 1.511
H32 3.050 4.096 0.516
C11 0.503 0.937 4.374
O7 -0.553 1.153 5.221
N5 1.712 1.163 4.700
N6 0.379 0.881 3.050
H33 1.757 1.221 5.700
H34 2.524 0.935 4.104
H35 -0.618 0.919 2.706
H36 1.168 0.707 2.409
C12 -0.375 2.093 -3.744
O8 0.200 2.144 -2.412
H37 -1.308 1.564 -3.696
H38 0.160 1.544 -4.548
H39 -0.493 3.063 -4.203
H40 0.766 2.968 -2.428
C13 -1.133 -0.705 -0.542
O9 0.022 -0.632 -1.385
H41 -1.198 -1.808 -0.326
H42 -1.997 -0.391 -1.042
H43 -0.908 -0.241 0.388
H44 0.288 0.311 -1.571
C14 -2.039 -3.318 -3.687
O10 -2.195 -3.571 -2.359
H45 -0.983 -3.240 -3.998
H46 -2.608 -2.478 -3.995
H47 -2.355 -4.147 -4.334
H48 -1.298 -3.741 -2.045
C15 -4.040 -2.581 0.876
O11 -3.066 -2.185 1.787
H49 -4.216 -3.662 0.982
H50 -3.585 -2.446 -0.087
H51 -4.945 -2.001 0.952
H52 -2.537 -2.941 2.197


Record 2
Here is a structure of composition C15H54BaF3NO13 in a non-equilibrium geometry from the OMol25 dataset. Energies are from wB97M-V/def2-TZVPD.

Properties
- Net charge: +1
- E_tot: -53372.1527 eV
- Spin multiplicity: 2

CARTESIAN COORDINATES (ANGSTROEM)
N1 -27.489 22.636 -15.346
H1 -28.217 23.106 -14.827
H2 -27.408 21.772 -14.830
H3 -26.617 23.126 -15.207
H4 -27.690 22.402 -16.308
Ba1 -27.905 18.348 -16.083
C1 -29.084 21.697 -18.269
O1 -28.435 22.869 -17.801
O2 -28.488 20.663 -17.541
C2 -30.700 21.791 -18.297
F1 -31.182 20.576 -18.483
F2 -31.226 22.301 -17.234
F3 -31.206 22.533 -19.223
C3 -28.523 24.186 -18.256
C4 -27.402 25.050 -17.498
H5 -27.106 25.979 -17.984
H6 -27.757 25.452 -16.549
H7 -26.540 24.434 -17.238
H8 -29.481 24.662 -18.048
H9 -28.351 24.256 -19.330
H10 -28.814 21.451 -19.296
C5 -31.132 25.966 -15.915
O3 -30.378 27.030 -16.502
H11 -31.640 26.340 -15.026
H12 -31.799 25.546 -16.669
H13 -30.563 25.177 -15.424
H14 -30.506 27.033 -17.454
C6 -34.039 21.073 -15.548
O4 -33.676 20.068 -16.497
H15 -33.841 22.082 -15.911
H16 -35.081 20.971 -15.246
H17 -33.382 20.926 -14.690
H18 -33.623 20.527 -17.338
C7 -24.078 23.494 -15.251
O5 -25.184 23.940 -14.453
H19 -23.888 24.031 -16.181
H20 -23.111 23.341 -14.773
H21 -24.356 22.505 -15.615
H22 -25.096 24.891 -14.357
C8 -28.776 27.555 -19.612
O6 -30.195 27.536 -19.583
H23 -28.421 28.000 -20.542
H24 -28.354 28.238 -18.875
H25 -28.456 26.515 -19.557
H26 -30.531 27.243 -20.433
C9 -27.404 22.068 -22.898
O7 -26.005 22.251 -22.995
H27 -27.659 22.003 -21.840
H28 -28.021 22.828 -23.377
H29 -27.711 21.104 -23.302
H30 -25.672 21.904 -23.826
C10 -25.174 23.389 -19.852
O8 -25.268 24.257 -21.026
H31 -26.192 23.121 -19.569
H32 -24.509 22.562 -20.103
H33 -24.732 23.981 -19.051
H34 -25.454 23.686 -21.776
C11 -27.201 17.984 -20.238
O9 -27.115 18.435 -18.861
H35 -27.393 16.914 -20.152
H36 -28.095 18.244 -20.804
H37 -26.317 18.222 -20.830
H38 -27.056 19.393 -18.869
C12 -31.102 20.362 -21.815
O10 -31.195 19.264 -21.039
H39 -31.614 20.118 -22.746
H40 -31.570 21.242 -21.374
H41 -30.041 20.607 -21.862
H42 -30.803 19.439 -20.181
C13 -34.367 23.735 -18.514
O11 -34.207 24.990 -19.074
H43 -34.525 23.108 -19.392
H44 -33.447 23.372 -18.056
H45 -35.191 23.813 -17.805
H46 -34.047 24.950 -20.020
C14 -30.924 19.703 -14.492
O12 -30.494 18.623 -15.360
H47 -31.735 19.305 -13.882
H48 -30.148 20.083 -13.828
H49 -31.353 20.424 -15.189
H50 -31.143 18.626 -16.067
C15 -29.760 29.541 -14.613
O13 -28.615 28.627 -14.944
H51 -29.359 30.311 -13.953
H52 -30.196 29.996 -15.502
H53 -30.509 28.972 -14.061
H54 -28.942 27.751 -15.164


Record 3
Here is a structure of composition C15H56Ba2O15 in a non-equilibrium geometry from the OMol25 dataset. Energies are from wB97M-V/def2-TZVPD.

Properties
- Net charge: +2
- Relative energy (zero: lowest compared OMol25 entry of this formula, charge and spin): 1.08 kcal per mole

CARTESIAN COORDINATES (ANGSTROEM)
Ba1 -1.609 0.122 3.083
Ba2 1.299 -2.974 3.283
O1 -1.836 0.342 0.300
C1 -0.560 0.303 -0.328
C2 0.593 -0.545 0.318
O2 0.788 -0.572 1.728
H1 -0.174 1.331 -0.246
H2 -0.613 0.061 -1.395
H3 1.487 -0.162 -0.200
H4 0.552 -1.605 0.016
C3 -2.146 3.336 -1.571
O3 -3.133 2.504 -0.994
H5 -1.446 2.789 -2.213
H6 -2.663 4.040 -2.228
H7 -1.602 3.913 -0.820
H8 -2.658 1.759 -0.585
C4 4.315 0.018 -1.915
O4 4.941 -0.191 -3.171
H9 5.096 0.093 -1.150
H10 3.748 0.954 -1.901
H11 3.659 -0.825 -1.703
H12 5.422 0.614 -3.389
C5 -4.062 -0.570 -2.130
O5 -3.229 -1.470 -1.378
H13 -4.718 -1.195 -2.730
H14 -4.640 0.049 -1.442
H15 -3.448 0.058 -2.777
H16 -2.559 -0.938 -0.913
C6 1.685 4.219 -0.925
O6 0.519 4.978 -0.634
H17 1.993 3.718 -0.004
H18 1.467 3.421 -1.641
H19 2.530 4.841 -1.224
H20 0.231 5.376 -1.462
C7 3.245 1.608 3.378
O7 2.988 1.394 2.008
H21 3.289 0.681 3.969
H22 4.114 2.191 3.670
H23 2.390 2.152 3.809
H24 2.245 0.781 1.939
C8 -3.950 3.173 2.395
O8 -3.603 1.792 2.247
H25 -3.953 3.511 3.429
H26 -3.197 3.816 1.925
H27 -4.892 3.390 1.895
H28 -3.450 1.697 1.291
C9 1.432 0.816 -4.063
O9 1.015 1.039 -5.395
H29 0.586 0.494 -3.439
H30 2.174 0.015 -3.980
H31 1.796 1.767 -3.670
H32 0.243 0.504 -5.587
C10 1.753 -4.343 -0.162
O10 2.425 -4.491 1.106
H33 2.354 -3.663 -0.781
H34 1.713 -5.252 -0.761
H35 0.787 -3.868 -0.021
H36 3.210 -5.016 0.908
C11 -1.849 -4.009 0.734
O11 -0.979 -4.042 1.913
H37 -2.872 -3.846 1.059
H38 -1.519 -3.212 0.065
H39 -1.701 -4.971 0.252
H40 -1.361 -3.398 2.519
C12 0.034 3.257 2.271
O12 -0.715 2.803 3.425
H41 -0.619 3.685 1.509
H42 0.693 4.048 2.632
H43 0.630 2.469 1.813
H44 -1.014 3.600 3.872
C13 4.738 -1.324 1.938
O13 3.375 -1.685 2.158
H45 5.015 -1.364 0.883
H46 4.950 -0.319 2.302
H47 5.386 -2.025 2.464
H48 2.815 -1.041 1.684
C14 -4.909 -1.968 1.713
O14 -3.637 -1.359 1.889
H49 -5.230 -2.523 2.595
H50 -5.703 -1.226 1.580
H51 -5.016 -2.639 0.858
H52 -3.429 -0.974 1.015
C15 0.090 -3.098 -2.869
O15 -0.526 -4.355 -2.654
H53 -0.239 -2.310 -2.188
H54 1.171 -3.222 -2.802
H55 -0.055 -2.735 -3.891
H56 -1.466 -4.197 -2.514


Record 4
Here is a cluster of 13 separate species, C15H56N12O13 in total in a non-equilibrium geometry from the OMol25 dataset. Energies are from wB97M-V/def2-TZVPD.

Properties
- Net charge: 0
- Relative energy (zero: lowest compared OMol25 entry of this formula, charge and spin): 0.00 kcal per mole

CARTESIAN COORDINATES (ANGSTROEM)
C1 6.190 -14.846 -3.786
O1 7.180 -13.841 -3.657
H1 6.538 -15.876 -3.673
H2 5.376 -14.700 -3.078
H3 5.734 -14.821 -4.782
H4 7.876 -14.041 -4.290
C2 4.049 -18.296 2.526
O2 4.898 -18.337 3.676
H5 4.598 -18.416 1.592
H6 3.325 -19.106 2.637
H7 3.334 -17.471 2.464
H8 5.299 -17.464 3.740
C3 6.750 -18.178 -1.908
O3 5.482 -18.385 -1.327
H9 7.034 -17.145 -1.697
H10 7.480 -18.794 -1.384
H11 6.757 -18.303 -2.995
H12 5.177 -19.301 -1.455
C4 6.649 -14.485 0.309
O4 5.944 -15.377 1.189
H13 7.014 -13.588 0.814
H14 7.583 -14.920 -0.052
H15 6.109 -14.238 -0.607
H16 5.070 -15.003 1.308
C5 10.613 -15.001 -0.618
O5 9.704 -16.092 -0.495
H17 11.334 -14.984 0.198
H18 11.170 -15.096 -1.553
H19 10.054 -14.064 -0.672
H20 9.708 -16.575 -1.340
C6 6.528 -17.632 -6.262
O6 7.560 -18.317 -6.333
N1 6.427 -16.498 -6.878
N2 5.424 -17.942 -5.523
H21 7.171 -16.239 -7.504
H22 5.534 -16.047 -6.786
H23 4.588 -17.389 -5.545
H24 5.519 -18.682 -4.848
C7 3.057 -15.996 -1.741
O7 2.233 -15.111 -1.982
N3 3.521 -16.833 -2.695
N4 3.786 -16.043 -0.606
H25 3.366 -16.525 -3.640
H26 4.279 -17.485 -2.589
H27 4.505 -16.755 -0.620
H28 3.653 -15.404 0.149
C8 8.684 -21.171 -3.762
O8 9.165 -20.244 -3.090
N5 8.416 -22.403 -3.290
N6 8.301 -21.044 -5.060
H29 8.560 -22.496 -2.295
H30 7.713 -22.995 -3.707
H31 7.825 -21.831 -5.467
H32 8.424 -20.167 -5.542
C9 11.402 -21.088 -0.461
O9 11.918 -21.348 0.625
N7 11.337 -21.964 -1.500
N8 10.582 -20.025 -0.650
H33 11.902 -22.793 -1.528
H34 10.842 -21.687 -2.328
H35 10.702 -19.258 -0.012
H36 9.987 -20.129 -1.466
C10 5.059 -22.391 -5.071
O10 5.971 -23.179 -4.761
N9 4.240 -22.481 -6.134
N10 4.904 -21.317 -4.294
H37 4.171 -23.300 -6.709
H38 3.505 -21.800 -6.203
H39 4.105 -20.715 -4.405
H40 5.428 -21.283 -3.429
C11 4.851 -21.841 -0.575
O11 4.945 -20.960 -1.444
N11 3.725 -22.054 0.142
N12 5.748 -22.807 -0.416
H41 3.695 -22.837 0.768
H42 2.922 -21.429 0.097
H43 5.624 -23.704 0.016
H44 6.594 -22.765 -0.960
C12 1.487 -19.991 -2.094
C13 1.800 -19.379 -0.755
O12 1.476 -20.230 0.357
H45 1.691 -19.273 -2.891
H46 0.500 -20.448 -2.180
H47 2.162 -20.810 -2.374
H48 0.988 -18.644 -0.743
H49 2.786 -18.928 -0.694
H50 0.613 -20.632 0.225
C14 9.977 -15.657 -4.289
C15 9.424 -17.072 -4.127
O13 9.657 -17.548 -2.782
H51 10.942 -15.457 -3.827
H52 9.255 -14.944 -3.889
H53 10.045 -15.438 -5.357
H54 9.828 -17.768 -4.863
H55 8.376 -16.980 -4.426
H56 9.621 -18.518 -2.795


Record 5
Here is a cluster of 12 separate species, C15H57O15P2 in total in a non-equilibrium geometry from the OMol25 dataset. Energies are from wB97M-V/def2-TZVPD.

Properties
- Net charge: +1
- E_tot: -65755.2643 eV

CARTESIAN COORDINATES (ANGSTROEM)
O1 -1.858 1.708 0.956
P1 -1.818 0.315 0.478
P2 -2.084 -1.153 2.119
C1 -2.216 -2.917 1.551
O2 -0.961 -3.478 1.377
C2 -0.169 -2.704 0.499
O3 0.746 -3.509 -0.132
C3 1.470 -2.737 -1.093
C4 2.687 -2.030 -0.491
O4 2.864 -0.725 -1.034
H1 -2.707 0.009 -0.573
H2 -0.532 0.035 -0.021
H3 -3.133 -0.734 2.947
H4 -0.918 -1.092 2.892
H5 -2.675 -3.452 2.376
H6 -2.874 -3.024 0.689
H7 -0.828 -2.262 -0.263
H8 0.365 -1.941 1.085
H9 0.841 -1.987 -1.577
H10 1.788 -3.411 -1.875
H11 3.572 -2.602 -0.719
H12 2.620 -1.954 0.592
H13 2.220 -0.128 -0.608
C5 -0.109 -2.381 5.450
O5 -0.893 -3.293 4.670
H14 -0.694 -1.478 5.604
H15 0.134 -2.813 6.421
H16 0.814 -2.120 4.926
H17 -0.370 -4.090 4.537
C6 -5.710 1.236 -0.606
O6 -5.102 0.023 -0.112
H18 -6.544 0.949 -1.241
H19 -6.077 1.840 0.221
H20 -4.994 1.807 -1.184
H21 -4.371 0.292 0.446
C7 -5.137 5.128 -1.130
O7 -4.514 3.934 -0.633
H22 -5.965 4.826 -1.767
H23 -5.518 5.733 -0.311
H24 -4.432 5.717 -1.716
H25 -3.781 4.204 -0.071
C8 -1.883 -3.530 -3.532
O8 -1.484 -4.773 -2.959
H26 -2.693 -3.715 -4.226
H27 -2.236 -2.847 -2.747
H28 -1.051 -3.074 -4.074
H29 -0.766 -4.596 -2.343
C9 2.382 1.936 1.647
O9 1.338 1.047 1.195
H30 3.335 1.436 1.504
H31 2.376 2.855 1.065
H32 2.249 2.163 2.706
H33 0.497 1.500 1.324
C10 6.594 -0.316 -0.402
O10 5.579 -1.215 -0.837
H34 7.541 -0.850 -0.407
H35 6.669 0.542 -1.075
H36 6.393 0.037 0.613
H37 4.732 -0.744 -0.836
C11 5.936 -4.586 -1.842
O11 6.153 -3.743 -2.963
H38 6.069 -5.616 -2.163
H39 6.652 -4.359 -1.048
H40 4.917 -4.458 -1.461
H41 6.034 -2.835 -2.659
C12 -0.902 0.701 7.590
O12 0.231 0.765 6.723
H42 -1.789 0.591 6.971
H43 -0.833 -0.157 8.264
H44 -0.996 1.615 8.179
H45 1.011 0.864 7.277
C13 -3.479 8.505 0.004
O13 -4.728 8.190 -0.606
H46 -2.692 8.189 -0.676
H47 -3.386 9.579 0.176
H48 -3.361 7.976 0.955
H49 -5.423 8.474 -0.005
C14 -1.498 -2.829 -7.672
O14 -2.585 -2.931 -6.754
H50 -1.163 -1.796 -7.674
H51 -0.668 -3.472 -7.369
H52 -1.814 -3.100 -8.682
H53 -2.880 -3.846 -6.759
C15 4.693 3.688 -1.538
O15 4.455 3.689 -0.129
H54 3.958 3.031 -1.997
H55 4.579 4.692 -1.953
H56 5.693 3.314 -1.765
H57 5.106 4.270 0.276